Formula: C10H19N3O5
Source: the OMol25 dataset
Level of theory: ωB97M-V/def2-TZVPD

Structure (XYZ):
```
37
Properties=species:S:1:pos:R:3:forces:R:3
C 2.34067 -0.12270 -0.78472 -0.328 -0.663 -0.356
C 1.86396 -1.56158 -0.69099 2.255 -3.531 -1.488
C 2.48910 0.35032 0.63099 1.413 0.347 1.649
C 3.15637 1.72364 0.73880 -0.803 -0.356 -0.372
C -0.55112 -1.17083 -0.03629 0.976 0.516 -0.367
C -1.24293 -1.62290 1.19085 0.998 -0.235 -0.338
C -1.64989 -1.20077 -1.08382 0.929 0.417 -2.997
C -2.86852 -0.32123 -0.87286 0.864 -1.611 2.749
C -2.42916 1.09929 -0.67942 -0.168 1.154 -0.261
C -3.57351 2.09314 -0.75545 0.887 -1.152 0.208
H 0.62961 0.40203 -1.95702 1.108 0.239 0.496
H 2.04503 1.21153 -2.28043 -0.552 -0.057 0.316
H 3.31735 -0.17989 -1.29068 -0.331 -0.122 0.404
H 3.02062 -0.33105 1.29541 0.430 -0.207 -0.495
H 1.55624 0.45660 1.14217 -1.078 0.037 -0.001
H 1.55429 2.10288 -0.11688 0.542 1.130 -0.037
H 0.64501 -2.93652 -0.02154 -0.373 0.140 -0.377
H -0.13647 -0.15586 0.03557 -0.805 -0.079 0.393
H -1.12703 -0.82502 -2.02539 -0.630 -0.551 0.750
H -1.97166 -2.21104 -1.31746 0.222 -0.348 0.206
H -3.38944 -0.81912 0.02506 0.314 1.406 -1.116
H -3.53033 -0.46358 -1.68360 -0.659 0.111 -1.087
H -1.71500 1.43387 -1.43910 0.234 -0.591 -0.273
H -1.93364 1.31252 0.28728 -0.206 -0.490 -0.429
H -4.25309 1.87630 -1.59351 -0.402 -0.489 0.775
H -3.13749 2.98819 -1.11026 0.378 1.679 0.179
H -3.64321 2.77348 1.16592 -0.033 0.208 0.101
H -5.09768 2.40889 0.46255 0.353 0.036 0.859
H -2.22047 -1.01466 2.60717 0.323 0.825 -1.304
N 1.48303 0.81180 -1.52234 -0.845 0.024 -1.176
N 0.61552 -1.96763 -0.33357 0.002 -0.275 0.272
N -4.13004 2.09599 0.59980 -1.956 0.419 -1.233
O 2.69950 -2.49011 -0.94584 -1.890 2.765 0.887
O 4.26689 1.91195 1.13754 -0.346 0.523 -0.123
O 2.26769 2.66885 0.30209 0.404 -0.745 0.151
O -1.36934 -2.74304 1.56956 0.273 -1.699 0.210
O -1.81500 -0.62376 1.76977 -1.500 1.225 3.228
```
Forces are in eV/Å.

Computed properties:
Max |F| = 4.45 eV/A
Energy above the lowest of the compared OMol25 structures with the same formula, charge and spin = 1.957 eV
Structure (SMILES) = NCCCC[C@H](NC(=O)[C@@H](N)CC(=O)O)C(=O)O
Net charge = 0
HOMO energy = -9.82 eV
LUMO level = 0.37 eV
Spin multiplicity = 1



Formula: H2O
Source: the OMol25 dataset
Level of theory: ωB97M-V/def2-TZVPD

Structure (XYZ):
```
3
Properties=species:S:1:pos:R:3:forces:R:3
O 0.37915 -0.00007 0.00000 0.345 -0.022 0.000
H -0.18900 0.77252 0.00000 -0.181 -0.039 0.000
H -0.19015 -0.77245 0.00000 -0.164 0.061 0.000
```
Forces are in eV/Å.

Computed properties:
Max |F| = 0.35 eV/A
Energy above the lowest of the compared OMol25 structures with the same formula, charge and spin = 0.003 eV
Structure (SMILES) = O
Net charge = 0
HOMO energy = -11.62 eV
LUMO level = 1.11 eV
Spin multiplicity = 1



Formula: C35H46F8O26S2
Source: the OMol25 dataset
Level of theory: ωB97M-V/def2-TZVPD

Structure (XYZ):
```
117
Properties=species:S:1:pos:R:3:forces:R:3
C 7.90103 -0.64724 0.97419 -1.104 0.136 -0.467
C 6.80308 -1.39184 0.13301 0.582 0.412 0.839
C 6.39976 -2.62761 0.95782 0.005 -0.793 -0.500
C 5.66871 -0.35430 -0.11141 -0.362 -1.030 0.175
C 4.24388 -0.93966 -0.32964 -0.873 0.259 -0.003
C 4.03063 -1.41208 -1.78975 0.130 -0.008 -0.109
C 3.24865 0.19447 0.09154 1.239 0.532 -0.878
O 1.91608 0.03325 -0.42651 0.329 -0.450 0.920
C 1.03596 -0.58149 0.42967 -1.177 0.390 -0.114
F 1.58956 -1.71080 1.03502 0.084 0.225 -0.414
C 0.54736 0.31956 1.60930 -0.160 -0.555 0.861
C -0.86287 0.89838 1.42221 0.424 -0.519 0.644
S -1.36197 1.99919 2.80682 -0.278 0.585 -0.278
O -0.91090 1.61594 0.16952 -0.108 -1.346 0.176
S -1.08141 0.45141 -0.98392 -0.062 0.996 -3.507
O -0.40829 0.97760 -2.13350 0.478 0.142 0.632
O -2.47004 0.18055 -1.25179 0.100 -0.437 1.620
C -0.16314 -1.05597 -0.48592 0.265 0.586 1.837
C -1.04395 -2.14703 0.16972 0.368 -1.522 -1.942
C -0.81002 -3.41228 -0.75325 2.077 -0.907 1.662
C 0.54266 -4.15093 -0.46866 -3.371 -1.841 1.399
O -0.86272 -4.65254 -0.08832 -1.057 1.556 -0.785
H 8.79916 -1.25752 1.13596 -0.177 0.336 -0.138
H 8.10152 0.31894 0.48200 0.421 -0.383 0.210
H 7.42690 -0.40149 1.94515 0.434 -0.169 -0.258
H 7.24437 -1.71194 -0.83236 -0.375 0.119 0.580
H 7.32659 -3.16283 1.24162 -0.389 0.187 -0.067
H 5.78941 -3.36149 0.38386 0.261 0.566 0.314
H 5.86058 -2.40488 1.89498 0.157 0.197 -0.368
H 5.93142 0.22071 -1.01665 -0.132 0.092 0.506
H 5.62626 0.31600 0.77183 0.111 -0.151 -0.415
H 3.99442 -1.79241 0.32478 0.532 0.277 -0.096
H 4.25610 -2.48889 -1.88312 0.069 0.487 0.012
H 3.00446 -1.27779 -2.16698 0.265 0.016 0.366
H 4.69652 -0.85196 -2.46846 -0.231 -0.308 0.176
H 3.28524 0.36480 1.18348 -0.269 -0.309 -0.362
H 3.64134 1.12277 -0.36759 -0.460 -0.264 0.130
H 0.50557 -0.31530 2.51555 0.031 0.175 -0.429
H 1.27428 1.11256 1.84769 -0.333 -0.149 -0.419
H -1.65121 0.12640 1.35641 0.472 0.102 0.271
H -0.67432 1.55197 3.88737 0.128 -0.278 -0.752
H 0.32172 -1.41722 -1.40793 -0.492 0.422 0.119
H -2.12237 -1.94892 0.12470 0.394 0.272 0.253
H -0.71459 -2.46621 1.16607 -0.154 0.448 -0.185
H -1.14108 -3.35116 -1.80588 0.033 -0.153 0.649
H 0.75755 -5.08392 -1.00026 1.194 1.184 -0.763
H 0.89536 -4.10866 0.56734 1.079 0.893 -0.878
C -5.90250 -3.52512 -1.40448 -0.515 -0.062 -0.234
C -4.75764 -2.69934 -0.88672 -0.070 0.008 0.452
O -3.70594 -3.64557 -0.78509 -0.384 0.093 -0.598
C -3.95575 -4.59016 -1.74775 0.170 -0.566 -0.186
O -3.15971 -5.37625 -2.13507 -0.031 0.102 0.051
O -5.22985 -4.49930 -2.20620 0.383 0.236 0.280
F -5.02057 -2.20750 0.35136 0.157 0.104 0.019
H -6.45151 -4.02691 -0.60586 0.093 0.137 0.111
H -6.60165 -2.94450 -1.99833 0.094 -0.162 -0.176
H -4.45228 -1.88257 -1.54564 0.037 0.099 0.175
C -8.52251 -0.28425 -0.86788 0.549 0.330 -0.096
C -9.83086 -0.22790 -0.12624 -0.419 0.084 -0.358
O -10.24677 -1.58219 -0.12369 0.574 0.113 0.256
C -9.10946 -2.33191 -0.15515 -0.041 -0.560 0.033
O -9.05817 -3.48775 0.09980 0.047 0.087 -0.113
O -8.03154 -1.57971 -0.51181 -0.453 0.135 0.097
F -10.74623 0.51067 -0.79581 -0.048 0.002 0.092
H -8.65439 -0.22970 -1.95011 -0.233 0.014 0.055
H -7.83005 0.49592 -0.55840 0.114 -0.191 0.091
H -9.75286 0.13210 0.90166 -0.117 0.072 -0.040
C 6.77462 -6.04180 -3.19992 0.381 -0.460 0.167
C 5.83777 -5.51711 -4.25413 -0.524 -0.080 0.209
O 5.60946 -4.18576 -3.83269 0.574 -0.124 -0.144
C 6.73258 -3.79924 -3.16115 0.067 0.411 0.300
O 7.00009 -2.67490 -2.89816 -0.010 -0.122 -0.086
O 7.50528 -4.86854 -2.83737 -0.323 0.110 -0.239
F 4.66044 -6.18733 -4.24858 -0.015 0.027 -0.121
H 6.24329 -6.42447 -2.32616 -0.200 0.093 -0.111
H 7.43928 -6.81670 -3.57660 0.163 0.182 0.025
H 6.25054 -5.51463 -5.26532 -0.141 -0.051 -0.037
C -4.87481 4.91545 3.26038 -0.300 -0.200 -0.638
C -3.85551 4.57343 4.30728 0.288 0.402 0.064
O -4.36178 5.20805 5.46333 -0.382 -0.425 -0.281
C -5.72383 5.23641 5.31192 -0.482 0.226 0.258
O -6.48895 5.44940 6.18886 0.112 0.030 -0.064
O -6.08036 4.97853 4.02367 0.424 -0.008 0.397
F -2.64480 5.11341 4.00904 0.189 -0.072 0.046
H -4.68749 5.88316 2.79338 0.141 -0.008 0.116
H -4.94200 4.15794 2.48286 -0.199 0.019 0.055
H -3.74339 3.50303 4.49413 0.192 0.039 -0.019
C -1.65011 5.25035 0.55661 0.255 -0.603 0.337
C -1.32183 6.69233 0.28961 0.194 0.005 -0.319
O -2.47771 7.15863 -0.38252 -0.071 -0.173 0.508
C -3.51770 6.40138 0.07834 -0.582 -0.084 -0.166
O -4.66066 6.67952 -0.05838 0.094 -0.029 0.011
O -3.07197 5.28992 0.72327 0.234 0.478 -0.209
F -0.25593 6.81428 -0.54058 0.033 0.096 0.013
H -1.40237 4.60176 -0.28619 0.060 0.176 -0.084
H -1.15933 4.86772 1.44943 -0.254 -0.019 0.085
H -1.15423 7.29145 1.18706 0.137 0.067 -0.097
C 3.60707 -7.31601 2.51889 0.106 -0.584 0.094
C 2.52273 -6.28355 2.67145 0.082 0.353 0.461
O 3.00251 -5.20336 1.88659 -0.061 -0.702 -0.246
C 3.76780 -5.76879 0.90604 0.264 0.368 -0.414
O 4.10423 -5.20205 -0.07890 0.070 -0.047 -0.009
O 4.08418 -7.05519 1.19907 -0.235 0.328 0.100
F 2.41207 -5.87291 3.95808 -0.113 0.044 -0.024
H 4.41847 -7.17409 3.23518 -0.122 0.177 0.063
H 3.23381 -8.33418 2.60626 0.045 0.008 -0.226
H 1.54358 -6.59689 2.30226 -0.047 0.072 0.123
C -0.01029 9.26214 -2.46534 0.043 -0.612 -0.287
C -0.63514 10.06542 -1.35819 0.358 0.213 0.242
O -0.58824 11.38528 -1.86525 -0.301 -0.416 -0.271
C -0.64834 11.27446 -3.22715 0.025 0.359 -0.454
O -0.89578 12.16958 -3.96097 0.078 -0.053 0.094
O -0.39455 9.99943 -3.62671 -0.076 0.271 0.399
F 0.10663 10.00565 -0.22141 -0.099 0.009 0.100
H 1.07907 9.23414 -2.39744 -0.034 0.127 0.203
H -0.38636 8.24359 -2.50557 -0.093 0.092 -0.211
H -1.66910 9.79549 -1.13265 0.056 -0.008 0.146
```
Forces are in eV/Å.

Computed properties:
Max |F| = 4.09 eV/A
Structure (SMILES) = CC(C)C[C@H](C)CO[C@@]1(F)C[C@@H](S)OS(=O)(=O)[C@@H]1C[C@H]1CO1.O=C1OC[C@@H](F)O1.O=C1OC[C@@H](F)O1.O=C1OC[C@@H](F)O1.O=C1OC[C@@H](F)O1.O=C1OC[C@@H](F)O1.O=C1OC[C@@H](F)O1.O=C1OC[C@@H](F)O1
Net charge = 0
HOMO energy = -10.20 eV
LUMO level = -0.18 eV
Spin multiplicity = 1



Number 1: frontier orbital gap 10.2 eV. Number 2: frontier orbital gap 12.7 eV. Number 3: frontier orbital gap 10.0 eV.